1.
A cluster of 8 separate species, C56H85F21NO17 in total at a distorted geometry. Source: the OMol25 dataset; level of theory: the ωB97M-V functional and the def2-TZVPD basis.

Positions of all 180 atoms, in Å:
C1 -3.66853 1.32243 2.61923
O1 -3.86018 0.22289 1.76060
C2 -2.67355 -0.16961 1.08125
C3 -2.99498 -0.71615 -0.30184
C4 -2.17652 -0.03471 -1.40233
C5 -2.78328 -0.15115 -2.79465
C6 -2.15192 -1.26074 -3.65177
C7 -1.64905 -0.82356 -5.00977
C8 -0.74253 -1.90232 -5.57016
C9 0.42072 -2.27384 -4.66258
C10 1.76202 -2.35556 -5.37374
C11 2.92019 -2.59970 -4.38739
C12 4.18232 -1.76000 -4.61616
C13 5.00688 -1.52580 -3.36137
C14 4.47408 -0.54579 -2.32365
C15 4.21676 0.86414 -2.84528
C16 5.50931 1.46823 -3.35918
C17 5.41258 2.90315 -3.89083
C18 5.75481 3.92095 -2.81060
C19 5.28145 5.35905 -3.05042
N1 4.02311 5.67998 -2.41550
C20 2.79915 5.41028 -2.94725
C21 1.84278 5.83921 -2.07034
C22 2.51292 6.38657 -0.96853
C23 3.85352 6.28000 -1.20005
C24 -2.84269 -0.68398 -5.91521
C25 -2.68370 0.37048 -7.02061
C26 -3.01516 1.74442 -6.48390
O2 -2.40190 2.84833 -7.19143
C27 -1.10389 3.09103 -7.08267
C28 -0.28181 2.40042 -6.05042
O3 -0.61557 3.90927 -7.83049
H1 -4.14725 2.21164 2.21717
H2 -4.12979 1.12169 3.57783
H3 -2.62029 1.54062 2.79088
H4 -2.15876 -0.93552 1.66078
H5 -1.99574 0.67049 0.97389
H6 -2.79994 -1.78027 -0.33511
H7 -4.04033 -0.53749 -0.51671
H8 -1.16825 -0.43700 -1.39930
H9 -2.09173 1.00834 -1.14928
H10 -2.58171 0.77795 -3.31580
H11 -3.86146 -0.25926 -2.73238
H12 -1.35741 -1.68814 -3.04983
H13 -2.90971 -2.06862 -3.75099
H14 -0.38386 -1.57825 -6.54843
H15 -1.37308 -2.79534 -5.76755
H16 0.22533 -3.25703 -4.24282
H17 0.51358 -1.56603 -3.84922
H18 1.74969 -3.18161 -6.07282
H19 1.96483 -1.42053 -5.88675
H20 3.23259 -3.63378 -4.48994
H21 2.56832 -2.48835 -3.36655
H22 3.95164 -0.81622 -5.10357
H23 4.81315 -2.32291 -5.29712
H24 6.01098 -1.20973 -3.62652
H25 5.12129 -2.49396 -2.87604
H26 5.21462 -0.48664 -1.53031
H27 3.56871 -0.93268 -1.87992
H28 3.45999 0.84508 -3.62336
H29 3.81040 1.44807 -2.02142
H30 6.27347 1.43772 -2.58852
H31 5.82520 0.84438 -4.18947
H32 4.43029 3.04669 -4.32920
H33 6.13571 3.02732 -4.69105
H34 5.29297 3.59862 -1.88095
H35 6.82416 3.90984 -2.65094
H36 5.22093 5.59188 -4.10463
H37 6.01261 6.00697 -2.58469
H38 2.69597 4.95387 -3.90984
H39 0.79394 5.74790 -2.22088
H40 2.03594 6.80603 -0.10465
H41 4.67573 6.57602 -0.58487
H42 -3.71317 -0.40808 -5.31805
H43 -3.08700 -1.63174 -6.42878
H44 -3.35889 0.15110 -7.84410
H45 -1.66777 0.36356 -7.38731
H46 -4.07399 1.90380 -6.63794
H47 -2.84756 1.80601 -5.41608
H48 0.66943 2.91012 -6.03958
H49 -0.74899 2.36397 -5.07931
H50 -0.09969 1.37373 -6.33098
C29 -5.94184 -1.10024 3.90772
C30 -5.67516 -2.41304 4.60333
O4 -6.11482 -2.38574 5.98492
C31 -7.39359 -2.60630 6.19658
O5 -8.24534 -2.83533 5.39046
C32 -7.67362 -2.57717 7.71165
F1 -7.07137 -1.54787 8.30870
F2 -7.22832 -3.70588 8.28364
F3 -8.98149 -2.48928 7.93864
H51 -5.48814 -0.28172 4.46287
H52 -5.52472 -1.11424 2.90290
H53 -7.01149 -0.90034 3.84033
H54 -4.60763 -2.61241 4.65139
H55 -6.14692 -3.24720 4.08724
C33 0.18033 6.78646 -8.23754
C34 -0.47246 8.02562 -7.67883
O6 0.39139 9.19282 -7.77545
C35 0.41153 9.81620 -8.93127
O7 -0.20221 9.55533 -9.92308
C36 1.35086 11.03614 -8.83397
F4 2.49791 10.72740 -8.22241
F5 0.75743 12.01406 -8.13394
F6 1.63641 11.50635 -10.04336
H56 1.14160 6.61125 -7.75251
H57 -0.45282 5.90680 -8.07247
H58 0.36136 6.88704 -9.30830
H59 -0.66307 7.91213 -6.61432
H60 -1.42047 8.24007 -8.16901
C37 -11.25670 -4.27674 8.49188
C38 -10.96321 -5.59733 9.16527
O8 -11.42055 -5.60358 10.53693
C39 -12.70016 -5.85997 10.72339
O9 -13.52796 -6.09265 9.89548
C40 -13.00333 -5.86405 12.23437
F7 -12.43154 -4.82486 12.85280
F8 -12.53093 -6.98667 12.79313
F9 -14.31060 -5.80698 12.45339
H61 -10.83362 -3.45841 9.06673
H62 -10.83166 -4.26340 7.49081
H63 -12.33062 -4.10716 8.41388
H64 -9.89098 -5.76959 9.22264
H65 -11.40676 -6.43353 8.62764
C41 -12.63946 -7.32805 15.93667
C42 -11.58725 -7.59719 16.98816
O10 -11.99389 -8.65364 17.88431
C43 -11.79951 -9.88730 17.45494
O11 -11.32443 -10.22804 16.41444
C44 -12.24748 -10.88443 18.54252
F10 -13.42522 -10.53461 19.06538
F11 -11.34209 -10.91184 19.52847
F12 -12.35595 -12.10488 18.03570
H66 -13.59964 -7.11282 16.40656
H67 -12.34886 -6.47681 15.32543
H68 -12.77407 -8.18996 15.28544
H69 -11.44417 -6.72603 17.62285
H70 -10.62620 -7.84463 16.54073
C45 12.07612 6.36614 -2.87359
C46 12.33748 5.12341 -2.05211
O12 11.36491 4.97801 -0.99732
C47 10.20771 4.44283 -1.34622
O13 9.88183 4.06851 -2.43228
C48 9.29713 4.32587 -0.10963
F13 9.31300 5.45004 0.61120
F14 9.71549 3.32328 0.67325
F15 8.05657 4.07209 -0.49217
H71 12.04164 7.24597 -2.23125
H72 12.86632 6.50005 -3.61099
H73 11.12355 6.29726 -3.39699
H74 13.29749 5.18880 -1.54588
H75 12.34464 4.22716 -2.67025
C49 7.50724 -2.81410 2.17989
C50 6.29353 -3.66334 2.48735
O14 5.08994 -2.87358 2.49011
C51 4.56051 -2.63028 1.29949
O15 4.97422 -2.99492 0.24212
C52 3.26422 -1.81377 1.46685
F16 3.42949 -0.82086 2.34744
F17 2.28526 -2.60771 1.91940
F18 2.89745 -1.29746 0.30772
H76 7.57274 -1.97851 2.87695
H77 8.41387 -3.41254 2.26168
H78 7.45255 -2.40500 1.17193
H79 6.36010 -4.08511 3.48764
H80 6.19138 -4.48646 1.78208
C53 9.82228 1.35236 -4.84790
C54 9.90359 -0.10041 -4.43745
O16 8.67866 -0.79706 -4.74155
C55 8.54923 -1.21326 -5.98972
O17 9.33600 -1.08290 -6.87913
C56 7.21167 -1.96281 -6.15067
F19 6.21546 -1.30189 -5.56554
F20 7.30956 -3.17391 -5.58594
F21 6.92523 -2.11897 -7.43608
H81 8.95990 1.83028 -4.38331
H82 10.72134 1.88611 -4.54254
H83 9.71351 1.44706 -5.92778
H84 10.02658 -0.18980 -3.36047
H85 10.74165 -0.60846 -4.91220

Cartesian forces (eV/Å) of the 2 atoms listed first:
-0.258 0.010 0.059
0.169 0.171 0.031

## Properties
E_tot: -5615.88251 a.u.
Orbital gap: 3.35 eV
Charge: -1
Largest force on an atom: 3.01 eV/A

2.
The molecule CH2P2 at a distorted geometry. Source: the OMol25 dataset; level of theory: the ωB97M-V functional and the def2-TZVPD basis.

Positions of all 5 atoms, in Å:
C1 1.67069 -0.57125 -0.38222
P1 0.09194 -0.28683 0.10886
P2 -2.10057 0.08123 -0.15251
H1 2.10927 -0.72295 0.59749
H2 -1.77134 1.49980 -0.17162

Cartesian forces (eV/Å) of the 2 atoms listed first:
-3.405 0.476 0.912
-0.462 0.121 -1.699

## Properties
E_tot: -721.81977 a.u.
Orbital gap (alpha / beta): 7.03 / 7.02 eV
Charge: 0
Largest force on an atom: 3.56 eV/A
SMILES: C#P=P
Energy relative to the best compared isomer or geometry (same formula, charge and spin): 342.2 kJ/mol

3.
The molecule C16H19N3O6S. Source: the OMol25 dataset; level of theory: the ωB97M-V functional and the def2-TZVPD basis.

Positions of all 45 atoms, in Å:
C1 -4.60034 -0.02666 -0.41925
H1 -5.04154 0.73695 -1.06672
O1 -3.19755 -0.05317 -0.53482
C2 -2.50459 1.09972 -0.28015
C3 -3.06593 2.26667 0.22315
C4 -2.24968 3.36194 0.45762
C5 -0.89374 3.32193 0.20528
C6 -0.33001 2.15251 -0.30072
C7 -1.13980 1.05057 -0.54595
H2 -0.72404 0.13671 -0.94207
N1 1.02946 2.03046 -0.57549
C8 2.03360 2.91146 -0.29535
O2 1.91140 4.04725 0.09446
N2 3.29633 2.40082 -0.59598
N3 3.44531 1.02019 -0.69295
H3 4.23550 0.75869 -1.26800
S1 3.47534 0.18059 0.81625
O3 4.62706 -0.66951 0.82653
O4 3.33421 1.16644 1.84584
C9 1.98198 -0.77768 0.71894
C10 0.97357 -0.59949 1.63925
C11 -0.18232 -1.35664 1.57031
C12 -0.31020 -2.31222 0.56256
C13 0.71419 -2.48388 -0.37606
C14 1.86327 -1.71217 -0.31367
O5 2.88728 -1.75483 -1.19113
C15 2.87835 -2.75257 -2.19168
H4 2.82481 -3.75337 -1.75549
H5 2.04653 -2.61010 -2.88822
H6 3.82102 -2.64002 -2.72335
H7 0.56360 -3.22768 -1.14065
O6 -1.37418 -3.12361 0.39612
C16 -2.50096 -2.94344 1.22697
H8 -3.23530 -3.66979 0.88313
H9 -2.90468 -1.93427 1.11858
H10 -2.26107 -3.13999 2.27595
H11 -0.96358 -1.19698 2.29312
H12 1.11245 0.14455 2.40687
H13 4.02540 2.90225 -0.09240
H14 1.33551 1.13176 -0.92590
H15 -0.26719 4.17562 0.39564
H16 -2.68827 4.26750 0.84889
H17 -4.12055 2.33602 0.43543
H18 -4.91894 0.14781 0.61427
H19 -4.94173 -1.01030 -0.73914

Cartesian forces (eV/Å) of the 2 atoms listed first:
-0.193 0.016 0.033
0.013 -0.020 0.033

## Properties
E_tot: -1634.96015 a.u.
Orbital gap: 8.84 eV
Charge: 0
Largest force on an atom: 0.85 eV/A
SMILES: COc1cccc(NC(=O)NNS(=O)(=O)c2ccc(OC)cc2OC)c1
Energy relative to the best compared isomer or geometry (same formula, charge and spin): 301.2 kJ/mol

4.
A cluster of 7 separate species, C20H48N5O6 in total at a distorted geometry. Source: the OMol25 dataset; level of theory: the ωB97M-V functional and the def2-TZVPD basis.

Positions of all 79 atoms, in Å:
N1 1.18690 -0.62888 4.57743
H1 0.59639 0.15555 4.34065
H2 1.37280 -0.71323 5.56659
H3 2.08558 -0.48627 4.13908
H4 0.82937 -1.47558 4.15868
N2 4.44218 7.45338 -2.72443
H5 3.71368 7.14650 -2.09577
H6 4.90221 6.67024 -3.16620
H7 5.13137 7.93360 -2.16362
H8 3.96451 7.98478 -3.43826
N3 -0.24607 2.12545 -0.79030
H9 0.54567 1.50238 -0.71944
H10 0.18876 3.03680 -0.81195
H11 -0.63339 2.12173 0.14248
H12 -0.87744 1.98553 -1.56612
C1 7.56984 1.76779 0.97871
C2 7.99006 2.24846 -0.22233
C3 7.09857 2.22125 -1.45592
O1 7.22263 3.05653 -2.42445
C4 5.90546 1.57092 -1.41559
C5 5.38147 0.97498 -0.17466
C6 6.24660 1.19278 1.17891
O2 5.77301 0.96160 2.29571
O3 4.31807 0.35960 -0.11062
O4 9.26492 2.60113 -0.18693
H13 8.19019 1.83902 1.85990
H14 5.25587 1.58097 -2.27834
O5 -0.78648 3.98885 3.40370
C7 -0.28617 5.25197 3.69668
C8 0.11657 6.25169 2.50003
O6 1.12285 5.92989 1.48572
H15 0.64474 5.18324 4.25951
H16 -0.97536 5.74760 4.38040
H17 0.53253 7.14055 2.97438
H18 -0.80498 6.55482 2.00310
C9 -2.83376 -3.31819 2.88481
C10 -1.79224 -4.24117 2.10099
N4 -0.68218 -4.61265 2.94899
C11 -1.05875 -5.53269 4.06252
C12 -1.66245 -6.91323 3.62707
C13 0.40484 -5.13714 2.10314
C14 1.75658 -5.46810 2.81153
H19 -3.30243 -3.83132 3.72455
H20 -3.62226 -3.12559 2.15729
H21 -2.39029 -2.37654 3.20841
H22 -2.20450 -5.16720 1.70022
H23 -1.36996 -3.66681 1.27645
H24 -1.78045 -4.97751 4.66168
H25 -0.24791 -5.87093 4.70767
H26 -1.83864 -7.56410 4.48347
H27 -1.01790 -7.49945 2.97210
H28 -2.57775 -6.72297 3.06660
H29 -0.04564 -6.02335 1.65612
H30 0.72150 -4.40789 1.35748
H31 2.50620 -5.79142 2.08929
H32 2.11569 -4.52990 3.23455
H33 1.58012 -6.24130 3.55927
C15 -5.82491 -0.97649 -4.04841
C16 -4.55701 -0.51748 -3.30745
N5 -3.56554 0.26595 -4.06180
C17 -2.90074 -0.56390 -5.02451
C18 -1.82102 -1.41935 -4.33128
C19 -4.10308 1.47646 -4.69359
C20 -4.55509 2.62081 -3.80545
H34 -6.39390 -0.12087 -4.41208
H35 -6.48362 -1.56438 -3.40919
H36 -5.60473 -1.64480 -4.88087
H37 -4.82126 0.04547 -2.41224
H38 -4.07444 -1.42689 -2.94938
H39 -3.61454 -1.26405 -5.45854
H40 -2.48636 0.06236 -5.81458
H41 -1.39979 -1.99297 -5.15688
H42 -1.04621 -0.77825 -3.91084
H43 -2.11655 -2.13216 -3.56142
H44 -4.91224 1.16396 -5.35367
H45 -3.36491 1.87122 -5.39170
H46 -5.33045 2.29476 -3.11218
H47 -4.84508 3.46213 -4.43487
H48 -3.81923 2.92230 -3.06000

Cartesian forces (eV/Å) of the 2 atoms listed first:
0.699 -0.176 -0.480
-0.462 0.789 0.046

## Properties
E_tot: -1515.50024 a.u.
Orbital gap: 2.31 eV
Charge: -1
Largest force on an atom: 5.31 eV/A
Energy relative to the best compared isomer or geometry (same formula, charge and spin): 1339.5 kJ/mol

5.
The molecule C4H7NS at a distorted geometry. Source: the OMol25 dataset; level of theory: the ωB97M-V functional and the def2-TZVPD basis.

Positions of all 13 atoms, in Å:
C1 -2.09187 -0.54925 -0.07952
C2 -0.74033 -0.07334 -0.27506
C3 0.34598 -0.46818 0.31729
C4 1.63942 0.10948 0.00872
H1 -2.57475 -0.56571 -1.01504
H2 -2.13827 -1.68885 0.09248
H3 -2.69531 -0.04538 0.80224
H4 -0.86427 0.74915 -0.94756
H5 0.30242 -1.19109 1.22414
H6 3.00835 1.55753 -0.27867
H7 1.14494 1.92895 0.26532
N1 1.93690 1.35956 0.02476
S1 2.72677 -1.12288 -0.13910

Cartesian forces (eV/Å) of the 2 atoms listed first:
-1.952 -3.081 2.875
-1.455 1.097 -0.197

## Properties
E_tot: -609.48298 a.u.
Orbital gap: 8.62 eV
Charge: 0
Largest force on an atom: 4.64 eV/A
SMILES: C/C=C/C(N)=S
Energy relative to the best compared isomer or geometry (same formula, charge and spin): 198.2 kJ/mol

6.
A cluster of 2 separate species, C15H26NO7P in total at a distorted geometry. Source: the OMol25 dataset; level of theory: the ωB97M-V functional and the def2-TZVPD basis.

Positions of all 50 atoms, in Å:
C1 -1.12262 -1.73727 1.27308
C2 -0.06409 -1.04479 0.88052
C3 -0.12127 0.14273 -0.04856
O1 -1.39389 0.12237 -0.70106
C4 -1.70790 1.24766 -1.39582
O2 -0.88332 1.90125 -1.97428
C5 -3.16725 1.58548 -1.33492
C6 -3.35813 2.67760 -0.26660
C7 -4.82259 3.00345 0.01033
C8 -5.54342 1.90761 0.78683
O3 -4.96575 1.73570 2.08192
P1 1.13190 -0.21815 -1.41627
O4 0.50738 -0.83768 -2.60991
N1 0.03476 1.43239 0.64178
C9 -0.32607 1.42496 2.07369
C10 1.38267 1.95295 0.52287
C11 1.49993 3.29977 -0.12714
O5 2.32719 1.34019 0.94942
H1 -1.00355 -2.50116 2.03255
H2 -2.10489 -1.59275 0.84031
H3 0.92842 -1.32881 1.21587
H4 -3.44763 1.95259 -2.32534
H5 -3.73776 0.68719 -1.09674
H6 -2.88507 2.33633 0.66099
H7 -2.80302 3.55874 -0.59714
H8 -5.35423 3.21598 -0.92242
H9 -4.85152 3.90567 0.62992
H10 -5.52360 0.96291 0.23295
H11 -6.59025 2.19290 0.92333
H12 -4.50450 0.89215 2.10956
H13 2.02797 -1.12065 -0.81994
H14 1.82087 0.96718 -1.73188
H15 -1.31989 1.00227 2.20072
H16 -0.36883 2.46809 2.40299
H17 0.41053 0.90505 2.69101
H18 1.59757 4.05115 0.66537
H19 2.40786 3.33607 -0.72791
H20 0.61250 3.53907 -0.70860
O6 2.39711 -3.35549 0.60026
C12 3.44013 -3.72926 0.15022
O7 4.28395 -4.52820 0.84171
C13 5.49723 -4.73719 0.09807
C14 5.12784 -4.46405 -1.35591
C15 4.03942 -3.40308 -1.20505
H21 6.25103 -4.04106 0.47195
H22 5.83710 -5.75401 0.27687
H23 5.97774 -4.15335 -1.95938
H24 4.70469 -5.36336 -1.80470
H25 4.45092 -2.39279 -1.15979
H26 3.27433 -3.44435 -1.97576

Cartesian forces (eV/Å) of the 2 atoms listed first:
0.159 -0.140 -0.011
-0.259 -0.102 -0.117

## Properties
E_tot: -1509.93050 a.u.
Orbital gap: 10.11 eV
Charge: 0
Largest force on an atom: 1.28 eV/A
SMILES: C=C[C@](OC(=O)CCCCO)([PH2]=O)N(C)C(C)=O.O=C1CCCO1